(1)
ORCA calculation (the ωB97M-V functional and the def2-TZVPD basis) on a molecular structure, C40H27BrF4O3PPtS.

Values from the calculation:
Kohn-Sham gap   6.16 eV
Energy above the lowest of the compared OMol25 structures with the same formula, charge and spin   8.2 kcal per mole
E_HOMO   -11.2 eV
Charge   +1
Energy   -5598.24434 Eh

Last column: Mulliken charge in e.
Atoms and positions in Å:
1 Pt 0.426189 -1.448965 -0.221084  1.2141
2 F -0.833966 -3.886082 6.451854  -0.2635
3 C -0.616180 -3.128596 5.393805  0.5905
4 C -0.554415 -1.752319 5.526673  0.2892
5 F -0.721022 -1.190420 6.713350  -0.2769
6 C -0.326840 -0.971068 4.407680  0.1764
7 F -0.309178 0.351762 4.576828  -0.3833
8 C -0.146358 -1.524362 3.145705  -0.4133
9 P 0.203652 -0.430399 1.728829  0.1397
10 C -1.268966 0.613956 1.621989  0.7073
11 C -1.206662 1.831658 0.944226  0.0988
12 C -2.349937 2.595553 0.786256  -0.8088
13 C -3.563676 2.144593 1.289878  -0.6528
14 C -3.632032 0.929734 1.953442  -0.7861
15 C -2.487277 0.163727 2.121505  -0.8483
16 C 1.617759 0.565337 2.243360  0.9033
17 C 2.883057 0.016800 2.039592  -0.7867
18 C 4.009132 0.692784 2.479761  -0.7625
19 C 3.874839 1.920914 3.114217  -0.5358
20 C 2.617156 2.477775 3.300297  -1.0028
21 C 1.484739 1.802382 2.868796  -0.2385
22 C -0.234303 -2.911132 3.034508  0.3162
23 Br -0.063827 -3.748905 1.363188  -0.0464
24 C -0.460930 -3.704081 4.142087  0.3920
25 F -0.539837 -5.024151 4.029461  -0.3031
26 H -0.266216 2.181954 0.537699  0.3526
27 H -2.296555 3.542894 0.266432  0.4780
28 H -4.456431 2.742163 1.162828  0.4166
29 H -4.576388 0.575726 2.344447  0.4660
30 H -2.552812 -0.785639 2.638770  0.4807
31 H 2.985868 -0.933793 1.528161  0.3175
32 H 4.989252 0.262387 2.325236  0.4823
33 H 4.754336 2.445379 3.463829  0.4574
34 H 2.512748 3.434516 3.794819  0.4865
35 H 0.506207 2.232912 3.033412  0.5045
36 C -5.564577 -5.532237 -0.458801  -1.4285
37 C -4.240076 -4.989853 -0.918743  0.8414
38 C -3.353613 -5.787665 -1.637498  -0.6983
39 C -2.146202 -5.285519 -2.095291  -0.7316
40 C -1.811596 -3.967227 -1.822678  0.1052
41 C -2.684129 -3.148408 -1.118488  -0.2816
42 C -3.888994 -3.664437 -0.669829  -0.8770
43 S -0.230783 -3.368386 -2.336397  1.4123
44 O -0.346937 -1.878196 -2.324458  -0.7641
45 O 0.087755 -3.962484 -3.595535  -0.7074
46 O 0.715178 -3.671452 -1.229385  -0.8667
47 H -5.527440 -6.613314 -0.333229  0.3804
48 H -6.342304 -5.311118 -1.192604  0.3034
49 H -5.868835 -5.085882 0.487517  0.3697
50 H -3.614564 -6.817624 -1.847848  0.3859
51 H -1.466717 -5.906134 -2.664561  0.4544
52 H -2.436220 -2.108113 -0.946880  0.6090
53 H -4.575570 -3.024448 -0.127740  0.4307
54 C 1.065639 0.192546 -0.880192  0.1654
55 C 1.487823 1.184387 -1.452851  0.0371
56 C 1.870294 2.262255 -2.222653  0.4675
57 C 1.309231 2.374432 -3.549703  0.6123
58 C 0.830021 1.224897 -4.204055  -0.5512
59 C 0.279345 1.326217 -5.464135  -0.8101
60 C 0.168211 2.571817 -6.073385  -0.3635
61 C 0.604597 3.722287 -5.423198  -0.8362
62 C 1.178819 3.629368 -4.172422  -0.2434
63 C 2.808934 3.223487 -1.681487  0.2274
64 C 3.678113 3.935465 -2.520923  -0.4564
65 C 4.577575 4.835319 -1.980538  -0.8623
66 C 4.605871 5.046966 -0.607064  -0.5230
67 C 3.759056 4.333819 0.235750  -0.6119
68 C 2.882582 3.409039 -0.293023  0.3727
69 H 0.903176 0.257587 -3.723397  0.4067
70 H -0.070312 0.435922 -5.968274  0.4656
71 H -0.273394 2.649589 -7.058342  0.4145
72 H 0.484473 4.689329 -5.891608  0.4202
73 H 1.480856 4.526203 -3.648737  0.5963
74 H 3.674858 3.744900 -3.585467  0.6298
75 H 5.261078 5.368462 -2.626755  0.4200
76 H 5.302028 5.761950 -0.188841  0.4166
77 H 3.793182 4.496903 1.305070  0.4220
78 H 2.232443 2.834357 0.356837  0.0859

Cartesian forces, eV/Å:
Pt -0.3746 -0.1802 0.3974
F 0.0016 0.0134 -0.0133
C -0.0031 -0.0237 0.0213
C -0.0060 0.0174 0.0215
F 0.0020 -0.0070 -0.0082
C 0.0019 0.0184 0.0125
F 0.0139 -0.0414 -0.0104
C 0.0403 -0.0669 0.0030
P 0.1321 0.1385 0.0351
C 0.0503 0.0401 0.0316
C -0.0108 -0.0037 0.0065
C 0.0027 0.0015 -0.0031
C 0.0054 0.0023 0.0009
C 0.0040 -0.0053 0.0055
C -0.0279 -0.0155 -0.0146
C -0.0172 0.0214 0.0223
C 0.0321 0.0135 -0.0321
C -0.0020 0.0069 -0.0049
C -0.0053 -0.0054 -0.0225
C -0.0048 -0.0015 -0.0022
C 0.0040 -0.0042 0.0245
C -0.0142 0.0796 0.0191
Br -0.0277 0.1916 -0.2324
C -0.0065 -0.0259 -0.0141
F -0.0037 0.0215 0.0045
H 0.0104 0.0027 -0.0080
H 0.0029 -0.0017 0.0022
H 0.0008 -0.0016 0.0007
H 0.0024 -0.0012 0.0017
H -0.0125 0.0055 -0.0051
H -0.0032 0.0067 0.0044
H 0.0019 0.0008 0.0039
H 0.0107 0.0054 -0.0009
H -0.0031 0.0059 0.0095
H -0.0011 -0.0085 0.0067
C 0.0059 0.0018 -0.0046
C -0.0079 0.0163 0.0007
C 0.0104 -0.0060 -0.0070
C 0.0258 -0.0189 0.0338
C -0.0331 0.0354 -0.0245
C -0.0248 -0.0125 -0.0188
C 0.0015 -0.0222 0.0043
S 0.3121 -0.2823 0.0444
O 0.2118 0.2557 0.1955
O -0.0278 0.1227 -0.0239
O -0.1053 -0.2364 -0.2151
H 0.0022 0.0018 0.0002
H 0.0005 -0.0022 0.0009
H 0.0012 0.0028 -0.0004
H -0.0012 0.0025 0.0015
H -0.0026 0.0068 0.0013
H 0.0153 0.0102 -0.0009
H -0.0012 0.0006 -0.0003
C -0.1947 -0.1763 -0.2211
C -0.0714 0.1148 0.0483
C 0.0467 -0.0703 -0.0824
C -0.0127 0.0348 -0.0289
C -0.0311 -0.0150 0.0209
C -0.0011 0.0165 -0.0088
C 0.0097 0.0084 0.0059
C -0.0124 -0.0155 -0.0254
C -0.0237 -0.0034 0.0050
C 0.0229 0.0209 0.0048
C 0.0555 0.0395 0.0030
C -0.0144 -0.0082 0.0138
C -0.0135 -0.0155 -0.0202
C 0.0240 0.0128 0.0203
C -0.0055 -0.0065 0.0297
H 0.0210 0.0024 0.0172
H 0.0027 0.0086 -0.0086
H -0.0018 -0.0003 0.0028
H 0.0001 -0.0009 -0.0037
H -0.0279 -0.0194 -0.0185
H 0.0246 0.0001 0.0293
H 0.0022 -0.0016 0.0015
H 0.0027 0.0031 -0.0022
H -0.0030 -0.0175 -0.0304
H 0.0227 0.0130 -0.0028

=====

(2)
ORCA calculation (the ωB97M-V functional and the def2-TZVPD basis) on a molecular structure, C40H28NO8P2PtS2.

Values from the calculation:
Kohn-Sham gap (alpha / beta)   7.27 / 4.75 eV
2S+1   5
Energy above the lowest of the compared OMol25 structures with the same formula, charge and spin   11.7 kcal per mole
E_HOMO (alpha / beta)   -5.5 / -5.5 eV
Charge   -1
Expectation value of S²   6.021
Energy   -3796.19751 Eh

Last column: Mulliken charge in e.
Atoms and positions in Å:
1 Pt -0.378167 -1.222403 -0.532608  1.6781
2 S 0.450669 -1.630724 -2.464222  -0.0848
3 P 2.516697 0.335738 -1.079468  0.3828
4 C 0.850269 0.465439 -0.444634  -0.2061
5 P 0.053272 2.060080 -0.810258  1.0440
6 S -1.231280 2.743960 0.490428  -0.4657
7 C -0.639523 1.762712 -2.476031  0.1624
8 C -2.021756 1.782767 -2.621070  -0.4699
9 C -2.602134 1.451646 -3.836938  -0.6576
10 C -1.807832 1.112581 -4.921358  -0.6413
11 C -0.426620 1.100135 -4.787190  -0.8673
12 C 0.155349 1.414068 -3.569246  0.1870
13 C 1.356393 3.327430 -0.994427  0.5526
14 C 1.683228 3.948876 -2.193565  -0.4282
15 C 2.599988 4.992619 -2.217017  -0.7887
16 C 3.182424 5.435676 -1.041916  -0.5111
17 C 2.830660 4.847268 0.165976  -0.8192
18 C 1.917387 3.810872 0.187934  -0.5304
19 C 3.618993 1.300927 0.016370  0.9030
20 C 3.440070 1.345032 1.398020  -0.3970
21 C 4.331109 2.043340 2.194617  -0.7626
22 C 5.412536 2.698837 1.619441  -0.5204
23 C 5.599114 2.652330 0.246406  -0.6643
24 C 4.703149 1.957271 -0.552101  -0.7324
25 C 3.235920 -1.315316 -0.791760  1.0272
26 C 3.774907 -1.952771 -1.910306  -0.4283
27 C 4.441812 -3.160640 -1.781303  -0.6528
28 C 4.570026 -3.742906 -0.529056  -0.5209
29 C 4.039112 -3.115598 0.587878  -0.5883
30 C 3.381996 -1.903741 0.459508  -0.5297
31 H -2.632959 2.046860 -1.769523  0.3370
32 H -3.680096 1.456785 -3.933646  0.4021
33 H -2.262748 0.853119 -5.868840  0.3999
34 H 0.200687 0.831467 -5.627675  0.4280
35 H 1.229529 1.350193 -3.462188  0.4471
36 H 1.218043 3.638672 -3.116847  0.3995
37 H 2.845696 5.467083 -3.158589  0.4337
38 H 3.895533 6.250219 -1.062758  0.3950
39 H 3.264239 5.199153 1.092985  0.4255
40 H 1.611208 3.383535 1.132945  0.4415
41 H 2.585168 0.850486 1.843776  0.3794
42 H 4.181009 2.079312 3.266346  0.4113
43 H 6.107782 3.246408 2.243168  0.3847
44 H 6.437061 3.167346 -0.206051  0.4249
45 H 4.835846 1.939892 -1.627621  0.4000
46 H 3.660981 -1.498379 -2.887809  0.3598
47 H 4.851714 -3.649586 -2.656024  0.4158
48 H 5.072666 -4.695871 -0.424429  0.3844
49 H 4.101517 -3.586402 1.559308  0.4096
50 H 2.959673 -1.432067 1.335247  0.1515
51 O -5.331218 -5.774899 1.061201  -0.6918
52 C -4.356980 -6.139559 0.382881  0.0252
53 O -4.016512 -7.251954 -0.048580  -0.6900
54 C -3.369056 -5.008943 0.060865  0.7153
55 C -3.738781 -3.963173 -0.782510  -0.7120
56 C -2.851497 -2.945808 -1.054494  -0.1741
57 N -1.624533 -2.924888 -0.523682  -0.1189
58 C -1.241524 -3.926581 0.283442  0.5477
59 C -2.077630 -4.978361 0.581050  -0.5156
60 C 0.172018 -3.840024 0.829993  0.1919
61 O 0.650673 -4.761710 1.463614  -0.7504
62 O 0.806593 -2.744740 0.557802  -0.6140
63 H -4.732244 -3.939403 -1.208380  0.4353
64 H -3.105727 -2.112879 -1.696576  0.4460
65 H -1.705136 -5.775032 1.209773  0.5591
66 O -2.511537 -0.113149 -0.275088  -0.6633
67 C -2.326047 -0.260030 0.956384  0.7278
68 O -1.225414 -0.777964 1.358550  -1.1071
69 C -3.352119 0.108834 1.952317  -0.2347
70 C -4.426078 0.892786 1.558436  -0.2745
71 C -5.430758 1.244289 2.459107  -1.2278
72 C -5.300668 0.767965 3.739801  1.0133
73 O -6.144358 0.962375 4.799699  -0.5073
74 C -5.606308 0.194447 5.875852  -0.2446
75 O -4.354493 -0.334340 5.463427  -0.5048
76 C -4.225294 -0.013390 4.134217  0.8248
77 C -3.225073 -0.362069 3.268342  -0.8146
78 H -4.463922 1.234237 0.534131  0.3760
79 H -6.272981 1.854660 2.168161  0.4212
80 H -6.292069 -0.626535 6.107893  0.2606
81 H -5.455912 0.847536 6.738296  0.2357
82 H -2.385731 -0.975427 3.560196  0.5651

Cartesian forces, eV/Å:
Pt 0.0248 -0.0628 0.2051
S 0.0054 0.0389 -0.1578
P 0.0583 -0.0038 0.1109
C 0.0535 -0.0498 -0.2411
P 0.0928 -0.1577 0.0854
S 0.0041 -0.0892 0.0511
C -0.1330 0.0776 0.0449
C 0.0279 0.0788 0.0023
C -0.0271 0.0088 -0.0516
C -0.0440 0.0069 0.0004
C 0.0271 0.0073 -0.0230
C 0.0083 -0.0943 0.0473
C -0.1394 0.1454 -0.0478
C 0.0740 -0.1356 -0.0155
C 0.0326 0.0296 -0.0137
C 0.0184 0.0221 -0.0148
C 0.0154 -0.0045 0.0108
C -0.0268 0.0483 0.0515
C -0.0779 -0.0008 0.0599
C -0.0354 -0.0081 -0.0261
C 0.0275 0.0132 0.0320
C 0.0186 0.0013 0.0153
C 0.0297 0.0274 0.0070
C 0.0145 0.0196 -0.0238
C -0.0118 0.0054 -0.1329
C -0.0768 -0.0080 0.0105
C 0.0188 -0.0631 -0.0104
C 0.0098 -0.0277 -0.0247
C -0.0442 0.0269 0.0330
C 0.0568 0.0002 0.0474
H -0.0075 -0.0270 0.0550
H -0.0100 -0.0043 -0.0008
H -0.0049 -0.0036 -0.0059
H 0.0046 -0.0072 -0.0043
H 0.0666 0.0366 0.0086
H -0.0222 -0.0312 -0.0455
H -0.0001 0.0011 -0.0099
H 0.0058 0.0068 0.0002
H 0.0059 0.0010 0.0055
H -0.0176 -0.0014 -0.0029
H -0.0225 0.0005 0.0030
H -0.0009 -0.0008 0.0055
H 0.0073 0.0046 0.0050
H 0.0076 0.0078 -0.0018
H -0.0009 -0.0115 -0.0062
H 0.0222 0.0239 -0.0076
H -0.0019 -0.0009 -0.0004
H 0.0065 -0.0059 0.0032
H 0.0185 -0.0090 0.0110
H -0.0142 -0.0121 -0.0070
O -0.0965 0.0932 -0.1261
C 0.2143 -0.0744 0.3077
O 0.0030 0.0031 -0.1182
C -0.1342 0.0055 -0.1256
C 0.0088 0.0711 -0.0137
C -0.1243 -0.0165 -0.1734
N -0.0750 0.1540 0.2721
C 0.1778 -0.0879 0.0549
C 0.1190 -0.1075 -0.0110
C -0.1025 -0.1945 0.0466
O -0.1152 0.0745 -0.0267
O 0.0945 0.2744 0.0145
H -0.0118 0.0197 -0.0034
H -0.0236 -0.0001 0.0581
H 0.0088 0.0161 0.0097
O -0.1334 0.0469 0.0342
C 0.2439 -0.0707 -0.2322
O -0.0709 -0.0306 -0.0324
C -0.0141 -0.0171 0.0360
C 0.0426 -0.0245 0.0060
C -0.0135 -0.0022 0.0400
C 0.0394 -0.0636 0.0312
O 0.0377 0.0482 -0.0489
C -0.0487 -0.0147 0.0564
O 0.0732 0.0199 -0.0317
C -0.0487 0.0289 -0.0604
C -0.0838 0.0455 0.0116
H -0.0023 -0.0075 -0.0198
H -0.0171 0.0151 -0.0019
H 0.0249 0.0321 0.0123
H -0.0332 -0.0517 -0.0056
H 0.0169 -0.0046 0.0033

=====

Question: The highest energy above the lowest of the compared OMol25 structures with the same formula, charge and spin belongs to which entry?
Answer: C40H28NO8P2PtS2

=====

Question: Among the records above, which one has the lowest charge?
Answer: C40H28NO8P2PtS2